(1)
The following is a DFT calculation (wB97M-V/def2-TZVPD) of a cluster of 2 separate species, C4H8N2O4 in total.

Cartesian coordinates (Å):
C: -0.8405 0.6325 1.0001
C: -0.1959 0.8900 -0.4117
C: 1.4148 -1.5112 -0.2076
C: -0.0452 -0.2967 -1.2280
N: 0.7210 -2.0722 0.8734
N: 0.7530 -0.1448 -2.4092
O: 1.0942 -1.8188 2.0261
O: -0.2100 -2.8287 0.5939
O: 0.8011 -1.1098 -3.1398
O: 1.3667 0.8930 -2.5552
H: -1.9024 1.0434 1.1987
H: -0.1916 1.0245 1.8202
H: -0.9393 -0.4585 1.1021
H: 0.7507 1.3181 -0.5199
H: -0.9991 1.5860 -0.8246
H: 1.8203 -2.2127 -0.9352
H: 2.0114 -0.7565 0.0910
H: -0.8021 -1.0545 -1.3217

Relative energy (zero: lowest compared OMol25 entry of this formula, charge and spin), eV: 9.241
2S+1: 1
LUMO, eV: -1.7037
Frontier orbital gap, eV: 8.88
Total energy, eV: -15439.607

=====

(2)
The following is a DFT calculation (wB97M-V/def2-TZVPD) of an isolated molecule of C6H8O2.

Cartesian coordinates (Å):
C: 1.6032 1.6756 0.0795
C: 0.7199 0.7058 -0.2933
O: -0.6070 0.9751 -0.0420
C: -1.3400 -0.1636 -0.0517
C: -2.7138 0.0664 0.2060
C: -0.5202 -1.2373 -0.1630
C: 0.9178 -0.8263 -0.4687
O: 1.9407 -1.2276 0.4177
H: 2.6672 1.4983 -0.1008
H: 1.2656 2.6334 0.2824
H: -2.5572 0.5049 1.2362
H: -3.3437 -0.8592 0.0070
H: -3.1105 1.0042 -0.3893
H: -0.8144 -2.3560 0.1489
H: 1.2876 -1.1161 -1.4143
H: 1.9339 -0.6134 1.3708

Relative energy (zero: lowest compared OMol25 entry of this formula, charge and spin), eV: 3.141
2S+1: 1
SMILES: C=C1OC(C)=C[C@@H]1O
LUMO, eV: 0.8626
Frontier orbital gap, eV: 9.33
Total energy, eV: -10443.586

=====

(3)
The following is a DFT calculation (wB97M-V/def2-TZVPD) of an isolated molecule of C5H8N2.

Cartesian coordinates (Å):
C: 1.0144 -1.6418 -0.1443
C: 0.3168 -0.3883 -0.5965
C: -1.0609 -0.2545 -1.1501
N: -0.7761 0.0589 0.2353
C: -0.6806 1.4360 0.6641
C: 0.3668 1.4781 1.7020
N: 1.2188 1.4142 2.4811
H: 0.3639 -2.5115 -0.2364
H: 1.2883 -1.5357 0.9079
H: 1.9287 -1.8019 -0.7163
H: 0.9852 0.4010 -0.9469
H: -1.2324 0.5676 -1.8469
H: -1.6993 -1.1219 -1.3021
H: -0.4015 2.1363 -0.1423
H: -1.6321 1.7634 1.0913

Relative energy (zero: lowest compared OMol25 entry of this formula, charge and spin), eV: 1.756
2S+1: 1
SMILES: C[C@H]1CN1CC#N
LUMO, eV: 0.9274
Frontier orbital gap, eV: 10.83
Total energy, eV: -8293.240

=====

(4)
The following is a DFT calculation (wB97M-V/def2-TZVPD) of a cluster of 2 separate species, C4H10O2 in total.

Cartesian coordinates (Å):
O: 0.3779 -0.0406 -3.1665
C: 0.9659 0.3376 -1.9591
C: 0.0945 0.6924 -0.7964
C: 0.8346 -0.6326 -0.8343
H: -0.0048 0.7525 -3.5612
H: 1.9175 0.8642 -2.0489
H: 0.4201 1.4666 -0.1083
H: -0.9804 0.6444 -0.9507
H: 1.6968 -0.7900 -0.1897
H: 0.2406 -1.5192 -1.0392
C: -1.2039 -0.3667 2.6566
O: -0.0837 0.3538 2.1916
H: -1.8312 0.3272 3.2225
H: -1.8042 -0.7837 1.8341
H: -0.9131 -1.1920 3.3234
H: 0.2733 -0.1139 1.4262

Relative energy (zero: lowest compared OMol25 entry of this formula, charge and spin), eV: 2.100
2S+1: 1
SMILES: OC1CC1.CO
LUMO, eV: 0.9447
Frontier orbital gap, eV: 11.00
Total energy, eV: -8403.447

=====

(5)
The following is a DFT calculation (wB97M-V/def2-TZVPD) of the ion C4H5F3N3O with charge -1.

Cartesian coordinates (Å):
O: -2.3533 1.3875 0.6093
N: -1.0514 1.3629 0.4227
C: -0.4589 0.1037 0.0253
C: -1.5065 -0.7798 -0.7035
F: -1.0059 -1.9322 -1.2157
F: -2.5366 -1.2994 0.0288
F: -1.9798 -0.0970 -1.7036
C: 0.9486 0.2171 -0.6130
C: 1.9935 -0.1826 0.4445
N: 1.1774 -0.4690 1.6327
N: -0.0557 -0.5812 1.3572
H: -0.3032 1.7567 1.2001
H: 1.0922 1.2797 -0.9612
H: 0.9687 -0.2795 -1.4945
H: 2.3861 -1.1143 0.2180
H: 2.6846 0.6275 0.7528

Relative energy (zero: lowest compared OMol25 entry of this formula, charge and spin), eV: 0.019
2S+1: 1
Net charge: -1
SMILES: [O-]N[C@@]1(C(F)(F)F)CCN=N1
LUMO (spin up / spin down), eV: 3.7782 / 3.7783
Frontier orbital gap (spin up / spin down), eV: 5.43 / 5.42
Total energy, eV: -18896.017

=====

(6)
The following is a DFT calculation (wB97M-V/def2-TZVPD) of a structure of composition C6H8INO2S.

Cartesian coordinates (Å):
C: 0.8529 -0.3934 -0.2372
C: 0.0935 -0.6733 0.8546
C: 0.3890 0.6024 -1.2609
C: -1.2961 -0.2616 1.0275
C: 0.6735 -1.4776 1.9404
C: 1.0194 0.7422 -2.5521
N: -0.6907 1.3007 -0.9884
O: -2.6850 1.8673 0.1152
O: -0.5659 2.1946 1.3619
S: -1.3612 1.4554 0.4499
I: -2.7158 -1.2001 -0.3039
H: 1.7899 -0.8608 -0.5334
H: -1.6630 -0.5490 2.0467
H: 0.6019 -0.8695 2.7960
H: 1.7575 -1.6129 1.8322
H: 0.3012 -2.5459 2.0907
H: 1.8289 -0.1090 -2.7570
H: 1.5204 1.7488 -2.6620
H: 0.1498 0.6413 -3.2202

Relative energy (zero: lowest compared OMol25 entry of this formula, charge and spin), eV: 0.000
2S+1: 3
LUMO (spin up / spin down), eV: 0.0137 / -4.1361
⟨S²⟩: 2.01
Frontier orbital gap (spin up / spin down), eV: 6.49 / 5.17
Total energy, eV: -30867.297

=====

(7)
The following is a DFT calculation (wB97M-V/def2-TZVPD) of a cluster of 8 separate species, C30H59NO7 in total.

Cartesian coordinates (Å):
C: -5.6573 3.9405 4.3098
C: -5.9375 4.4253 2.9249
C: -4.6369 4.1626 2.1527
O: -3.7435 3.5958 3.0647
C: -4.1007 3.7698 4.3823
H: -6.1154 2.9860 4.5691
H: -5.9778 4.5664 5.1426
H: -6.2518 5.4689 2.9124
H: -6.6209 3.6960 2.4901
H: -4.2973 5.1411 1.8132
H: -4.8181 3.4444 1.3530
H: -3.6912 4.6640 4.8522
H: -3.8633 2.8989 4.9933
C: -1.1115 -3.4939 5.4345
C: -0.5923 -2.7860 4.2424
C: 0.3716 -3.8828 3.6518
O: -0.3248 -5.0569 3.7934
C: -1.2370 -4.9350 4.9016
H: -2.1043 -3.1579 5.7339
H: -0.5698 -3.3510 6.3695
H: -0.0757 -1.8961 4.6021
H: -1.3366 -2.5077 3.4963
H: 1.3132 -3.8107 4.1962
H: 0.7076 -3.7470 2.6238
H: -0.7812 -5.6490 5.5875
H: -2.2415 -5.2136 4.5832
C: -6.2093 -2.5367 -1.4441
C: -7.5899 -2.8570 -1.9044
C: -7.7054 -2.1139 -3.2596
O: -6.4828 -1.3569 -3.2910
C: -5.4101 -1.9347 -2.6015
H: -5.7023 -3.4157 -1.0461
H: -6.2077 -1.9187 -0.5462
H: -8.4047 -2.4604 -1.2987
H: -7.7691 -3.9254 -2.0253
H: -8.6334 -1.5435 -3.2988
H: -7.7387 -2.8303 -4.0804
H: -4.8145 -1.0914 -2.2517
H: -4.9389 -2.6861 -3.2352
C: 0.2766 -0.0706 -9.4777
C: 1.1889 -0.6148 -10.6403
C: 0.2364 -1.4439 -11.4940
O: -1.0333 -0.6837 -11.3576
C: -1.1584 -0.3070 -9.9890
H: 0.5911 0.9663 -9.3593
H: 0.6198 -0.5320 -8.5518
H: 1.9630 -1.3105 -10.3163
H: 1.7881 0.1214 -11.1760
H: 0.2001 -2.4705 -11.1296
H: 0.4767 -1.6271 -12.5412
H: -1.6516 -1.1402 -9.4883
H: -1.8884 0.4832 -9.8136
C: 2.1372 -7.0775 -3.8849
C: 1.3081 -5.8429 -4.3754
C: 1.4362 -6.0078 -5.8902
O: 1.9634 -7.3701 -6.1720
C: 2.7833 -7.6656 -5.0570
H: 1.4556 -7.6968 -3.3019
H: 2.9298 -6.8367 -3.1763
H: 1.7892 -4.9134 -4.0708
H: 0.3044 -6.0227 -3.9901
H: 2.0106 -5.2498 -6.4228
H: 0.4571 -5.9638 -6.3670
H: 3.8134 -7.3876 -5.2799
H: 2.9829 -8.7371 -5.0644
C: 5.1500 1.2529 7.2224
C: 5.8180 0.5924 8.4691
C: 6.7782 1.5778 9.0098
O: 7.3146 2.1635 7.7879
C: 6.3893 1.9755 6.6893
H: 4.3994 2.0228 7.4014
H: 4.7662 0.4562 6.5852
H: 6.4761 -0.2434 8.2315
H: 5.0361 0.2064 9.1231
H: 7.5173 1.2305 9.7317
H: 6.2355 2.3596 9.5411
H: 6.6910 1.4694 5.7723
H: 6.0206 2.9795 6.4793
C: 3.5925 8.4129 3.1270
C: 4.0309 8.1734 1.6855
C: 3.2844 6.8353 1.2705
O: 2.6806 6.3272 2.4931
C: 2.4341 7.4858 3.2882
H: 3.5021 9.4813 3.3233
H: 4.3586 8.1758 3.8653
H: 5.1121 8.1476 1.5500
H: 3.7715 9.0361 1.0718
H: 3.9898 6.0753 0.9346
H: 2.5776 7.0874 0.4800
H: 2.3870 7.3483 4.3685
H: 1.5115 7.9817 2.9867
C: 1.7131 0.7259 -0.9738
C: 2.8247 0.6453 -1.9453
N: 3.6395 0.5344 -2.8085
H: 2.1225 0.5408 0.0193
H: 0.9236 0.0220 -1.2368
H: 1.2724 1.7200 -1.0496

Relative energy (zero: lowest compared OMol25 entry of this formula, charge and spin), eV: 0.377
2S+1: 1
SMILES: C1CCOC1.C1CCOC1.C1CCOC1.C1CCOC1.C1CCOC1.C1CCOC1.C1CCOC1.CC#N
LUMO, eV: 0.1080
Frontier orbital gap, eV: 9.64
Total energy, eV: -47881.898

=====

(8)
The following is a DFT calculation (wB97M-V/def2-TZVPD) of a cluster of 2 separate species, C7H17NO in total.

Cartesian coordinates (Å):
C: 1.3840 0.1761 -0.4735
C: 2.3474 0.0997 0.7187
C: 0.8838 1.6061 -0.6743
C: 0.6263 -2.0983 -0.1907
N: 0.3015 -0.8425 -0.4131
H: 1.9500 -0.0950 -1.3764
H: 3.0955 0.8860 0.6276
H: 1.8166 0.2398 1.6571
H: 2.8697 -0.8543 0.7560
H: 0.2774 1.7004 -1.5729
H: 1.7458 2.2596 -0.8212
H: 0.3293 1.9674 0.1890
H: -0.1305 -2.8488 -0.3853
H: 1.4064 -2.3431 0.5212
C: -1.2692 -0.5765 -1.1473
C: -1.0588 -0.0295 1.2651
C: -2.2785 0.8410 1.2533
O: -1.1241 -1.2119 -2.3732
H: -0.3796 -0.8280 -2.8542
H: -1.4355 0.4935 -1.2329
H: -2.0425 -1.1149 -0.6135
H: -1.2388 -1.0537 1.5889
H: -0.2211 0.4026 1.8041
H: -2.0366 1.8688 0.9709
H: -3.0379 0.4728 0.5476
H: -2.7806 0.8830 2.2291

Relative energy (zero: lowest compared OMol25 entry of this formula, charge and spin), eV: 6.155
2S+1: 1
LUMO (spin up / spin down), eV: 0.6607 / 0.6594
Frontier orbital gap (spin up / spin down), eV: 6.49 / 7.35
Total energy, eV: -11066.983